# 1
72
Properties=species:S:1:pos:R:3:mulliken_charge:R:1 method="wB97M-V/def2-TZVPD" total_charge=+2 s_squared=6.057 relative_energy_kj_mol=337.4 multiplicity=5 homo_lumo_gap_ev="6.04 / 1.94" homo_energy_ha="-0.45111 / -0.46159"
Pd 0.00000 0.00000 0.00000 -0.05
C 5.83203 -2.27911 -6.44854 -0.37
C 6.13911 -1.62008 -5.32497 -0.31
C 6.58091 -0.19404 -5.12435 -0.38
C 6.32437 0.79730 -6.28087 -0.96
C 4.86291 0.92432 -6.63813 -0.22
C 4.12773 0.15417 -7.44901 -0.43
C 4.51706 -1.05606 -8.25682 -0.54
C 5.82935 -1.77401 -7.87132 -0.90
C -1.99355 0.66592 0.18386 -0.87
H 5.51121 -3.31439 -6.33075 0.34
H 6.06330 -2.18668 -4.39601 0.57
H 7.65472 -0.18300 -4.87960 0.37
H 6.07526 0.18504 -4.22508 0.02
H 6.68924 1.77969 -5.95869 0.41
H 6.92613 0.52308 -7.14912 0.34
H 4.34010 1.74080 -6.13958 0.36
H 3.07737 0.42853 -7.55513 0.35
H 4.56584 -0.77583 -9.32084 0.34
H 3.69294 -1.77982 -8.18566 0.32
H 5.94420 -2.63222 -8.54404 0.39
H 6.68340 -1.12290 -8.06626 0.31
H -2.69107 -0.17293 0.36216 0.34
H -2.32035 1.21296 -0.72438 0.52
H -2.04524 1.36375 1.04592 0.29
P 0.54996 1.66178 -1.50338 0.35
P 2.21400 -0.61146 -0.23118 0.30
N -0.29004 1.69470 -3.02084 0.47
N 0.40708 3.35441 -1.08036 0.46
N 2.53001 -1.82201 -1.43979 0.46
N 3.16374 -1.12789 1.12935 0.40
C 2.34801 1.52118 -2.00415 -1.20
C 3.16502 0.84650 -0.88914 -1.02
C -1.16161 0.67837 -3.42805 -0.24
C -1.49760 0.91114 -4.74569 -0.65
C -0.81310 2.10008 -5.16630 -0.69
C -0.07147 2.56135 -4.09705 -0.28
C -0.77108 3.92452 -0.59493 -0.22
C -0.46182 5.16027 -0.06023 -0.67
C 0.95250 5.34873 -0.19225 -0.69
C 1.46604 4.22381 -0.80889 -0.06
C 1.61441 -2.84414 -1.71425 -0.44
C 2.14734 -3.64650 -2.70290 -0.94
C 3.42886 -3.10880 -3.05321 -0.26
C 3.64511 -1.99311 -2.26806 -0.46
C 4.44195 -1.69119 1.13601 -0.24
C 4.87299 -1.75162 2.44739 -0.56
C 3.83833 -1.19986 3.27275 -0.53
C 2.79868 -0.82489 2.44509 -0.35
H 2.76083 2.50544 -2.29456 0.63
H 2.33404 0.88307 -2.90974 0.45
H 4.17563 0.56524 -1.23655 0.60
H 3.28923 1.51541 -0.01508 0.42
H -1.44377 -0.10579 -2.72163 0.46
H -2.17513 0.30056 -5.34637 0.47
H -0.87222 2.57451 -6.14887 0.48
H 0.56967 3.43666 -3.97876 0.50
H -1.71939 3.39436 -0.69565 0.46
H -1.17813 5.86440 0.36799 0.46
H 1.52852 6.22264 0.11747 0.45
H 2.49065 3.96564 -1.08050 0.43
H 0.66820 -2.87708 -1.17169 0.48
H 1.66469 -4.52489 -3.13910 0.43
H 4.11683 -3.49689 -3.80938 0.41
H 4.48870 -1.30452 -2.23035 0.50
H 4.90482 -2.03243 0.20953 0.40
H 5.82533 -2.16843 2.78474 0.43
H 3.84902 -1.10705 4.36122 0.42
H 1.82273 -0.38020 2.64633 0.27
S -3.38458 -0.32858 3.57726 0.00
C -2.27374 -0.22074 2.40318 0.55
N -1.37150 -0.13315 1.44958 -0.86

=====

# 2
71
Properties=species:S:1:pos:R:3:mulliken_charge:R:1 method="wB97M-V/def2-TZVPD" total_charge=+2 s_squared=6.051 multiplicity=5 homo_lumo_gap_ev="6.01 / 2.87" homo_energy_ha="-0.44452 / -0.44451"
Ru -0.08812 -0.24961 -0.30707 0.48
C -1.22259 1.76725 -0.54143 -0.37
C -1.55085 0.77153 -1.48351 -0.43
C -1.01954 0.70154 -2.89224 -0.59
C 0.27968 -0.13379 -3.09027 -0.27
C 1.24627 -0.07198 -1.95101 -0.39
C 1.52194 1.08757 -1.20596 -0.23
C 1.02524 2.46358 -1.52652 -0.94
C -0.27533 2.89482 -0.78868 -0.85
C 1.34245 -1.11670 0.87263 -1.08
H -1.88913 1.92057 0.32601 0.58
H -2.47336 0.18847 -1.29394 0.58
H -0.88642 1.70895 -3.30376 0.23
H -1.80351 0.20797 -3.48368 0.43
H 0.00066 -1.18863 -3.21836 0.39
H 0.77533 0.18333 -4.01397 0.02
H 1.93528 -0.92305 -1.83178 0.64
H 2.37226 1.05502 -0.50308 0.46
H 0.88436 2.57378 -2.60781 0.33
H 1.80477 3.17895 -1.22749 0.44
H 0.00176 3.33388 0.18283 0.52
H -0.74405 3.71019 -1.36072 0.31
H 1.13557 -0.91670 1.94106 0.37
H 2.38392 -0.90032 0.59524 0.38
H 1.09204 -2.17667 0.66314 0.39
P 1.26684 -1.16721 -8.47509 -0.11
P -1.68070 -0.61395 -8.08262 -0.20
N 2.71950 -0.21838 -8.41628 0.34
N 1.99521 -2.45278 -9.55194 0.36
N -1.93269 1.10133 -7.90327 0.46
N -3.35956 -0.99507 -8.50708 0.27
C 0.44386 -0.21780 -9.84355 -0.77
C -1.05296 -0.54197 -9.83748 -1.01
C 3.06124 0.42762 -7.21642 -0.29
C 4.07129 1.33774 -7.47746 -0.57
C 4.38338 1.24606 -8.87893 -0.65
C 3.54203 0.28920 -9.42920 -0.14
C 2.19520 -3.74950 -9.06197 -0.44
C 2.66377 -4.56681 -10.08786 -0.60
C 2.74650 -3.75434 -11.26856 -0.72
C 2.33627 -2.47264 -10.90505 -0.16
C -1.80944 1.69839 -6.63892 -0.26
C -1.95715 3.06899 -6.77912 -0.38
C -2.16344 3.33888 -8.17045 -1.01
C -2.14401 2.12240 -8.83435 -0.19
C -4.30199 -0.31944 -9.29235 0.15
C -5.36413 -1.17154 -9.56313 -0.61
C -5.06459 -2.43605 -8.94304 -0.49
C -3.83726 -2.30315 -8.31288 -0.16
H 0.87988 -0.45144 -10.82159 0.47
H 0.61770 0.85597 -9.67134 0.50
H -1.60750 0.17673 -10.45140 0.41
H -1.24570 -1.53308 -10.27971 0.53
H 2.52714 0.17283 -6.31623 0.26
H 4.52054 2.00528 -6.75576 0.40
H 5.12809 1.83524 -9.40256 0.44
H 3.46732 -0.07264 -10.44712 0.27
H 1.98124 -3.96828 -8.02872 0.40
H 2.92263 -5.61608 -10.00884 0.41
H 3.06888 -4.07550 -12.25386 0.43
H 2.26220 -1.59066 -11.52610 0.33
H -1.62555 1.07309 -5.77903 0.15
H -1.92929 3.79391 -5.97526 0.44
H -2.31582 4.31317 -8.62350 0.46
H -2.25737 1.91279 -9.89099 0.44
H -4.15157 0.70996 -9.58768 0.45
H -6.25312 -0.93876 -10.14116 0.46
H -5.67612 -3.32903 -8.97333 0.45
H -3.24529 -3.00600 -7.75155 0.44
N -2.10662 -0.82950 2.08631 -0.41
C -1.34065 -0.63082 1.20758 0.03

=====

# 3
68
Properties=species:S:1:pos:R:3:mulliken_charge:R:1 method="wB97M-V/def2-TZVPD" total_charge=+1 s_squared=6.009 multiplicity=5 homo_lumo_gap_ev="7.25 / 7.31" homo_energy_ha="-0.39303 / -0.39259"
C 1.39904 -1.38634 0.35520 -0.86
C 2.45013 -0.44079 0.18139 -0.18
C 3.00957 -0.11290 1.46373 -1.41
H 2.76720 -0.05472 -0.78466 0.77
C 2.42411 -0.95683 2.41521 -0.44
C 1.37025 -1.73191 1.73021 -0.43
H 0.60660 -2.39658 2.17182 0.80
H 0.76228 -1.80445 -0.42742 0.55
H 3.74882 0.63403 1.61783 0.54
H 2.50345 -0.82242 3.49320 0.39
Pm 0.51968 0.61907 1.97992 1.22
C -0.27435 2.03094 0.42244 -1.87
H -1.26515 1.69370 0.79333 0.52
H -0.43877 2.14400 -0.60760 0.55
H 0.29112 2.87310 0.90662 0.37
Si 0.89159 0.74259 -3.03221 0.75
C 0.22643 1.08421 -4.86067 0.49
C 1.04767 0.25479 -5.67694 -0.42
H 1.76028 -0.44018 -5.23998 0.27
C 0.98062 0.21635 -7.03969 -0.56
H 1.62093 -0.48035 -7.54993 0.38
C 0.01868 0.94783 -7.72281 -0.49
H -0.05607 0.90319 -8.78901 0.41
C -0.79358 1.80499 -6.96473 -0.41
H -1.55195 2.39421 -7.49725 0.33
C -0.76061 1.80697 -5.55234 -0.47
H -1.52511 2.40432 -5.01270 0.34
C 2.31039 1.88015 -2.55782 0.68
C 2.95544 2.05006 -3.79826 -1.26
H 2.49402 1.89053 -4.79580 0.42
C 4.29535 2.41833 -3.76365 -0.42
H 4.83149 2.42123 -4.71088 0.39
C 4.89971 2.77839 -2.56062 -0.63
H 5.95477 3.04516 -2.56208 0.37
C 4.14804 2.78166 -1.38976 -0.23
H 4.61505 3.01658 -0.46660 0.46
C 2.80525 2.47810 -1.39848 -0.13
H 2.16208 2.71524 -0.56312 0.22
H 0.23323 0.77380 -1.70107 -0.29
H 1.13173 -0.70246 -3.45524 -0.19
C -1.06255 -0.08284 5.81241 -1.30
As -0.54208 -1.02393 4.19637 0.59
C 0.62039 -2.37952 4.98718 -1.43
C -2.12088 -2.15826 3.66458 -0.31
C -2.41439 -3.36611 4.30862 -0.31
C -3.41740 -4.20124 3.78176 -0.74
C -4.06395 -3.87698 2.59291 -0.62
C -3.74410 -2.69077 1.92238 -0.53
C -2.82289 -1.82058 2.49300 0.53
As -2.31446 -0.14569 1.61596 0.48
C -3.39373 0.03760 -0.01468 -1.13
C -3.15217 1.14385 2.90304 -1.01
H -0.42373 0.80180 5.92183 0.38
H -0.89286 -0.77190 6.64294 0.46
H -2.10988 0.21683 5.74099 0.38
H 0.49207 -2.28615 6.06090 0.44
H 0.30455 -3.33711 4.59721 0.50
H 1.63744 -2.14288 4.69131 0.35
H -1.89275 -3.65627 5.21651 0.48
H -3.69787 -5.10923 4.31167 0.40
H -4.82314 -4.54521 2.15725 0.38
H -4.17092 -2.43743 0.94957 0.21
H -4.13940 -0.72920 -0.10237 0.50
H -3.85027 1.02242 -0.02574 0.38
H -2.69318 -0.02258 -0.82708 0.32
H -4.01426 0.64704 3.36623 0.37
H -2.40728 1.41885 3.66380 0.25
H -3.45976 2.02192 2.32188 0.49

=====

Calculated strongest force on any atom, 6.92 4.38 3.14 eV/Å (same order as the records).